Record 1
{
  "formula": "C24H22ClF6FeNNiO21S2",
  "method": "ωB97M-V/def2-TZVPD",
  "homo_energy_ev": [-13.2820, -13.2820],
  "e_lumo_ev": [-10.20, -12.60],
  "total_charge": 3,
  "orbital_gap_ev": [3.086, 0.685],
  "spin_multiplicity": 8,
  "species": ["Fe", "Ni", "Cl", "O", "O", "O", "O", "C", "F", "F", "F", "S", "O", "O", "N", "S", "O", "O", "C", "F", "F", "F", "C", "C", "C", "O", "C", "C", "C", "O", "O", "O", "H", "H", "H", "H", "C", "C", "C", "O", "C", "C", "C", "O", "O", "O", "H", "H", "H", "H", "C", "C", "C", "O", "C", "C", "C", "O", "O", "O", "H", "H", "H", "H", "C", "C", "O", "C", "C", "H", "H", "H", "H", "H", "H", "H", "H", "H", "H"],
  "xyz": [[8.828, -23.467, 26.953], [13.157, -26.207, 27.422], [14.009, -22.154, 28.658], [12.625, -21.787, 28.760], [14.252, -22.851, 27.450], [14.934, -21.126, 28.894], [14.237, -23.194, 29.621], [9.227, -20.891, 22.438], [7.983, -21.206, 22.856], [9.624, -21.910, 21.662], [9.188, -19.669, 21.743], [10.393, -20.663, 23.947], [11.190, -21.848, 23.853], [11.131, -19.388, 23.813], [9.231, -20.765, 25.346], [8.767, -19.206, 25.367], [8.631, -18.505, 24.100], [7.552, -19.198, 26.164], [9.949, -18.277, 26.494], [11.265, -18.444, 26.224], [9.641, -16.967, 26.411], [9.665, -18.660, 27.754], [7.021, -20.579, 32.281], [6.738, -20.336, 33.592], [6.751, -21.440, 34.644], [6.316, -21.291, 35.740], [7.143, -22.755, 34.100], [7.364, -22.947, 32.816], [7.438, -21.890, 31.736], [7.722, -21.993, 30.516], [7.574, -24.156, 32.347], [6.476, -19.038, 34.062], [7.033, -19.720, 31.626], [7.124, -23.612, 34.758], [7.555, -24.111, 31.389], [6.241, -18.996, 34.992], [20.885, -21.473, 29.593], [20.991, -22.821, 29.620], [22.351, -23.522, 29.444], [22.563, -24.771, 29.421], [23.525, -22.592, 29.351], [23.310, -21.262, 29.302], [21.957, -20.547, 29.496], [21.892, -19.339, 29.688], [24.395, -20.434, 29.199], [19.920, -23.606, 29.830], [19.936, -21.014, 29.828], [24.475, -23.062, 29.144], [24.346, -19.691, 29.804], [19.162, -23.093, 30.118], [14.983, -22.852, 35.357], [14.270, -23.128, 36.461], [14.754, -23.471, 37.887], [14.071, -23.451, 38.891], [16.134, -23.859, 37.743], [16.905, -23.721, 36.630], [16.484, -23.070, 35.358], [17.211, -22.809, 34.416], [18.172, -24.154, 36.740], [12.930, -22.932, 36.353], [14.347, -22.676, 34.502], [16.606, -24.202, 38.651], [18.741, -24.166, 35.967], [12.524, -22.991, 37.220], [15.816, -18.269, 20.993], [16.514, -16.925, 21.382], [16.746, -16.762, 22.789], [15.762, -17.233, 23.672], [16.379, -16.972, 25.100], [16.151, -19.077, 21.644], [14.734, -18.254, 21.128], [16.102, -18.639, 20.008], [17.535, -16.867, 21.004], [16.052, -15.997, 21.046], [14.951, -16.506, 23.639], [15.414, -18.260, 23.552], [16.612, -15.931, 25.321], [17.337, -17.478, 25.220], [15.740, -17.419, 25.861]],
  "atomic_forces_ev_per_a": [[0.123, 1.322, -0.732], [0.540, 0.696, 0.072], [-0.550, -2.767, 1.793], [-0.359, 1.098, -0.358], [0.100, -0.100, -3.479], [0.307, 1.784, -0.356], [0.027, -1.002, 2.326], [-1.071, 1.790, -0.586], [0.892, 0.483, -0.340], [0.137, 1.273, 0.402], [0.162, -3.024, 0.930], [0.464, 1.063, 0.188], [-0.117, -0.820, 0.742], [-1.584, -2.534, 0.276], [3.008, 1.027, -3.028], [-3.725, 0.758, 0.574], [0.949, -0.983, 1.396], [0.905, -0.101, 0.167], [0.071, 0.690, -0.164], [-1.275, 0.152, 0.721], [0.427, -0.790, -0.112], [0.715, -0.101, -0.464], [0.172, 0.374, 1.465], [-0.156, 3.064, -0.114], [0.439, -1.959, -3.302], [-0.291, 0.525, 1.665], [-0.444, 0.611, 2.414], [1.019, -1.171, -3.122], [-0.528, 2.550, -2.218], [-0.686, -1.118, 4.299], [-0.182, -0.212, 0.854], [0.715, -2.649, -1.586], [-0.171, 0.100, -0.200], [-0.092, 0.093, 0.208], [0.217, -0.115, -0.678], [-0.169, -0.020, 0.333], [-1.384, -0.713, 0.425], [0.127, 0.181, -0.144], [1.744, -2.683, -0.161], [-1.646, 4.097, 0.183], [-2.066, -0.013, -0.764], [1.461, 1.143, 0.731], [1.986, 0.010, 0.493], [0.085, -1.291, -0.445], [-0.287, -0.948, -0.342], [0.774, -0.608, 0.022], [-0.363, -0.032, -0.141], [0.132, 0.174, 0.318], [-0.487, 0.399, -0.062], [-0.129, 0.305, -0.132], [1.874, -0.794, -0.729], [-4.213, 0.742, 2.617], [-0.349, 0.271, -1.218], [0.643, 0.027, -1.691], [0.221, -0.144, 2.193], [3.660, -0.569, -0.876], [-1.274, 0.756, -2.006], [-0.732, -0.656, 1.887], [-2.454, 0.242, 1.030], [2.175, -0.300, -0.502], [0.599, 0.417, -0.583], [0.298, -0.300, 0.054], [-0.018, 0.487, -0.947], [-0.266, -0.175, 0.814], [0.047, 0.448, 0.741], [0.936, -2.197, -0.242], [-1.473, 0.024, -1.094], [1.941, 0.830, 3.342], [0.051, -0.917, -0.278], [0.335, 0.149, 0.260], [0.015, 0.240, -0.383], [-0.158, 0.661, -0.174], [0.077, 0.029, -0.282], [-0.464, 0.309, 0.074], [-0.643, 0.180, -0.655], [-0.001, 0.130, -0.645], [-0.554, 0.067, -0.262], [0.006, -0.268, -0.347], [-0.215, 0.306, -0.065]]
}



Record 2
{
  "formula": "C4H7FOS2",
  "method": "ωB97M-V/def2-TZVPD",
  "homo_energy_ev": -8.6941,
  "e_lumo_ev": -0.41,
  "total_charge": 0,
  "orbital_gap_ev": 8.280,
  "relative_energy_kcal_mol": 0.0,
  "species": ["C", "S", "C", "S", "C", "F", "C", "O", "H", "H", "H", "H", "H", "H", "H"],
  "xyz": [[-1.427, 1.542, 0.631], [-2.012, 0.232, -0.466], [-0.984, -1.091, -0.125], [-1.515, -2.640, -0.248], [0.403, -0.822, 0.367], [0.893, -1.978, 0.968], [1.312, -0.511, -0.803], [2.492, 0.095, -0.413], [-1.504, 1.235, 1.687], [-0.456, 1.996, 0.343], [-2.223, 2.304, 0.568], [0.385, 0.034, 1.049], [0.709, 0.087, -1.547], [1.510, -1.517, -1.338], [2.416, 1.035, -0.673]],
  "atomic_forces_ev_per_a": [[-0.428, 0.743, 0.258], [-0.375, 0.429, -0.168], [-0.433, -1.763, 0.650], [0.062, 0.911, -0.423], [0.238, -0.572, -0.259], [0.032, 0.863, 0.403], [-1.219, -1.372, -2.001], [0.485, 1.377, -0.271], [0.550, -0.097, -0.442], [-0.645, -0.345, 0.344], [0.447, -0.114, -0.316], [0.318, -0.440, 0.329], [0.723, -0.289, 0.629], [-0.140, 1.453, 0.910], [0.386, -0.787, 0.357]]
}



Record 3
{
  "formula": "C35H31CdN12O5S3",
  "method": "ωB97M-V/def2-TZVPD",
  "homo_energy_ev": [-3.1912, -4.6610],
  "e_lumo_ev": [1.90, 1.92],
  "total_charge": -1,
  "orbital_gap_ev": [5.087, 6.580],
  "relative_energy_kcal_mol": 41.2,
  "species": ["Cd", "C", "C", "N", "N", "C", "S", "S", "C", "C", "C", "C", "C", "C", "C", "C", "C", "C", "C", "C", "C", "O", "H", "H", "H", "H", "H", "H", "H", "H", "H", "H", "H", "H", "H", "H", "O", "N", "O", "C", "C", "C", "C", "C", "C", "N", "C", "C", "N", "C", "C", "C", "C", "H", "H", "H", "H", "H", "H", "H", "S", "C", "N", "C", "C", "C", "N", "H", "H", "H", "H", "N", "N", "N", "C", "N", "N", "H", "H", "H", "C", "O", "C", "O", "H", "H", "H"],
  "xyz": [[-0.111, 0.051, 0.265], [1.076, 3.027, -1.842], [-0.273, 2.773, -1.244], [-0.409, 2.835, 0.026], [-1.587, 3.030, 0.626], [-2.312, 2.229, 1.289], [-2.274, 0.500, 1.399], [-3.547, 3.050, 2.313], [-2.451, 3.904, 3.532], [-1.585, 4.967, 2.929], [-0.228, 4.756, 2.722], [0.558, 5.735, 2.135], [-0.002, 6.951, 1.778], [-1.353, 7.178, 1.995], [-2.140, 6.188, 2.556], [-1.391, 2.479, -2.172], [-2.095, 3.483, -2.816], [-3.148, 3.186, -3.668], [-3.514, 1.861, -3.839], [-2.824, 0.846, -3.198], [-1.720, 1.111, -2.364], [-1.012, 0.142, -1.808], [1.840, 3.047, -1.068], [1.052, 3.989, -2.363], [1.314, 2.257, -2.573], [-1.861, 3.131, 4.024], [-3.155, 4.328, 4.247], [0.225, 3.819, 3.015], [1.609, 5.547, 1.960], [0.615, 7.725, 1.339], [-1.793, 8.131, 1.728], [-3.200, 6.353, 2.709], [-1.818, 4.515, -2.632], [-3.684, 3.975, -4.181], [-4.345, 1.609, -4.488], [-3.145, -0.176, -3.326], [3.857, -1.461, 6.403], [4.129, -2.173, 5.410], [5.022, -3.045, 5.468], [3.443, -2.012, 4.203], [3.790, -2.879, 3.158], [3.126, -2.861, 1.935], [3.434, -3.752, 0.871], [2.649, -3.758, -0.246], [1.578, -2.859, -0.333], [1.335, -1.939, 0.590], [2.080, -1.923, 1.702], [1.788, -0.939, 2.726], [0.893, 0.010, 2.418], [0.529, 0.889, 3.335], [1.059, 0.886, 4.614], [2.019, -0.049, 4.943], [2.430, -1.003, 3.991], [4.574, -3.598, 3.340], [4.285, -4.414, 0.972], [2.833, -4.449, -1.059], [0.910, -2.876, -1.185], [-0.218, 1.609, 3.025], [0.735, 1.622, 5.338], [2.471, -0.052, 5.919], [-1.155, -2.287, -2.968], [-1.400, -3.910, -3.725], [-2.680, -4.188, -4.185], [-2.877, -5.302, -5.006], [-1.829, -6.138, -5.220], [-0.574, -5.825, -4.665], [-0.392, -4.675, -3.946], [-3.397, -3.491, -4.087], [-3.866, -5.447, -5.409], [-1.955, -7.018, -5.834], [0.293, -6.455, -4.793], [2.546, -1.449, -3.084], [2.840, -0.762, -1.940], [3.944, -0.950, -1.261], [3.818, -0.042, -0.296], [2.693, 0.663, -0.418], [2.076, 0.183, -1.475], [2.916, -2.388, -3.041], [1.542, -1.439, -3.243], [4.533, 0.096, 0.495], [-2.806, -4.382, -0.094], [-2.390, -3.883, -1.368], [-1.714, -2.728, -1.332], [-1.494, -2.147, -0.294], [-3.355, -5.297, -0.297], [-3.442, -3.655, 0.411], [-1.938, -4.589, 0.533]],
  "atomic_forces_ev_per_a": [[-0.221, -0.282, -0.318], [0.017, -0.217, 0.115], [-0.197, -0.040, -0.154], [0.922, -0.364, 0.267], [-0.806, 0.795, -0.068], [0.234, -0.123, 0.083], [-0.264, 0.015, 0.187], [-0.112, 0.152, 0.143], [-0.162, -0.336, -0.536], [0.044, 0.098, 0.097], [-0.040, 0.062, 0.086], [0.023, 0.056, 0.049], [0.088, 0.038, -0.039], [-0.055, 0.025, 0.001], [0.057, -0.015, 0.056], [-0.248, -0.001, 0.084], [0.057, 0.001, 0.042], [-0.113, 0.172, -0.096], [0.091, -0.066, -0.017], [0.011, -0.020, 0.033], [0.427, -0.236, 0.289], [-0.199, 0.231, -0.309], [0.020, 0.053, 0.000], [-0.051, 0.028, 0.008], [0.011, 0.046, -0.059], [0.028, 0.060, 0.106], [0.018, -0.040, 0.064], [-0.021, -0.082, -0.049], [0.007, -0.008, 0.003], [0.003, 0.003, -0.037], [-0.014, 0.002, -0.029], [-0.045, 0.008, -0.022], [0.008, 0.030, -0.014], [-0.006, 0.026, 0.043], [-0.032, 0.000, 0.022], [0.051, -0.148, -0.003], [-0.071, 0.098, 0.064], [0.056, -0.044, -0.155], [0.012, -0.038, 0.024], [0.184, -0.249, -0.101], [0.133, 0.039, 0.241], [-0.157, 0.158, -0.117], [-0.089, 0.096, 0.068], [-0.090, -0.040, 0.106], [-0.101, -0.060, -0.118], [0.015, 0.120, 0.012], [0.142, -0.348, -0.200], [0.196, 0.119, 0.321], [0.156, 0.005, 0.087], [-0.073, 0.112, -0.121], [0.144, -0.091, -0.023], [-0.095, 0.175, -0.077], [-0.181, 0.155, 0.047], [-0.003, 0.004, -0.015], [-0.021, -0.067, 0.022], [-0.017, -0.017, -0.018], [0.065, 0.019, -0.053], [-0.026, 0.007, -0.012], [-0.013, 0.004, -0.003], [0.011, -0.082, -0.004], [-0.132, -0.229, -0.080], [0.154, 0.353, -0.228], [0.164, -0.045, -0.170], [-0.049, -0.060, 0.062], [0.137, 0.126, 0.010], [-0.091, -0.268, -0.029], [-0.040, 0.372, 0.228], [0.029, 0.026, 0.083], [-0.008, 0.034, 0.020], [-0.034, -0.008, -0.006], [-0.014, -0.012, -0.043], [-0.071, 0.044, -0.866], [0.258, 0.346, 0.720], [0.209, -0.180, -0.161], [-0.151, -0.038, -0.158], [0.111, 0.067, 0.219], [-0.121, -0.162, -0.315], [-0.042, -0.003, 0.300], [0.042, 0.010, 0.236], [0.069, -0.036, 0.006], [-0.023, 0.021, 0.285], [-0.169, -0.022, -0.081], [0.074, -0.059, 1.204], [-0.033, -0.301, -1.114], [0.022, 0.027, -0.054], [0.032, -0.026, -0.031], [-0.031, 0.025, -0.038]]
}